1.
The following is a DFT calculation (the ωB97M-V functional and the def2-TZVPD basis) of 14 unconnected molecules or ions with the total composition C34H75N3O11S5 in a non-equilibrium geometry.

Summary:
E_LUMO   -0.022 Eh
Molar mass   862.319 u
Max |F|   6.2 eV Å⁻¹
Frontier orbital gap   7.18 eV
Energy above the lowest of the compared OMol25 structures with the same formula, charge and spin   2630.0 kJ/mol

Geometry (Å):
S  -2.80977  -2.09248  -2.40097
S  -4.09941  1.61136  0.12291
S  1.77276  0.03432  3.35919
S  1.09880  -3.98059  4.09736
S  -2.93833  -0.54604  3.74615
O  -4.18898  -2.67298  -2.61077
O  -2.01110  -0.02568  4.88120
O  -2.52899  -3.30299  1.81706
O  -0.98916  1.71655  -3.66718
O  -0.18782  1.05224  0.14642
O  2.93306  1.81797  -1.01494
O  -4.39145  0.14607  -0.07907
O  1.92300  -1.07714  2.33906
O  0.42938  -3.70342  5.44592
O  2.50390  -0.73535  -2.59081
O  -2.92808  2.97510  2.42576
N  2.67805  -3.56040  -4.37651
N  4.33501  -1.81380  1.48345
N  -0.27440  -2.38034  -1.73897
C  0.46268  0.00373  0.14058
C  -2.99020  -0.31418  -2.89358
C  -0.69175  -3.80136  0.32853
C  1.88926  -3.88043  -1.87387
C  2.32344  -3.69780  -3.28308
C  -0.36369  2.61486  -3.11937
C  3.45501  2.89111  -0.93142
C  -1.85752  -1.06296  2.34332
C  0.09681  -1.76636  -2.65165
C  -2.58459  -1.95087  -0.58629
C  -0.88754  2.96363  1.18996
C  1.81933  1.38457  -3.41458
C  2.66626  4.12164  -1.43372
C  -2.31605  1.85282  -0.39782
C  4.85133  2.98809  -0.37701
C  4.04939  0.83997  1.12756
C  -1.73112  5.04550  2.44039
C  -2.46512  -5.57763  1.20946
C  0.47348  -5.67283  3.64126
C  4.21620  -0.65816  1.32930
C  0.24858  -2.99225  2.71195
C  0.43706  -0.51811  4.54108
C  2.83901  0.36661  -2.99901
C  -3.62180  0.93585  2.89157
C  -0.14289  -1.28176  0.63321
C  -4.84367  2.46358  -1.36074
C  -1.95302  -4.14460  1.10247
C  1.80826  -0.15912  -0.59458
C  0.51418  -0.97354  -3.82709
C  -0.31609  2.64460  -1.59400
C  4.28680  0.66169  -3.21198
C  0.79359  1.41523  2.55798
C  -1.98337  3.62128  2.01600
C  0.34347  3.70095  -4.02072
H  -0.87625  3.26859  0.14354
H  -4.55937  2.03606  -2.32225
H  2.63534  -0.30435  0.10036
H  0.30350  0.26242  5.29010
H  1.36109  3.34229  -4.17530
H  4.52623  0.85702  -4.25726
H  -0.37579  1.62705  -1.20782
H  -1.82611  -1.22123  -0.30267
H  -4.51936  3.50213  -1.29474
H  4.53430  1.06971  0.17878
H  1.57351  -1.20405  -3.94019
H  -2.83407  1.51823  2.41364
H  -0.81762  -2.95059  2.93463
H  -0.86592  5.36687  1.86052
H  1.89293  4.42516  -0.72808
H  -2.86296  -5.72122  2.21405
H  -3.48672  -1.54578  -0.12785
H  0.17523  -4.34626  0.70207
H  -3.31205  -5.79541  0.55878
H  1.98074  -2.89831  -1.41002
H  0.30938  0.07270  -3.60008
H  -0.54575  -0.68662  4.10087
H  2.98651  1.04980  1.24741
H  5.53643  2.33157  -0.91342
H  1.73800  -1.06231  -1.20072
H  -2.27585  2.91131  -0.65489
H  -2.60273  5.61081  2.11052
H  -0.19297  -1.92485  -0.24544
H  -1.07336  1.89139  1.12768
H  -1.16256  3.26757  -1.30503
H  0.39360  4.64775  -3.48300
H  2.54155  -4.60976  -1.39356
H  -2.43408  -0.80719  1.45435
H  -1.97569  0.06124  -3.02746
H  -1.12255  -1.00004  1.01922
H  0.61489  3.06305  -1.21153
H  3.33732  4.97383  -1.54115
H  -2.08125  1.15969  -1.20562
H  -1.02983  -0.35814  2.42238
H  -1.53291  5.14698  3.50741
H  -4.24756  1.50487  3.57912
H  -1.68372  -6.28021  0.91984
H  5.15752  4.03416  -0.36817
H  -3.60009  0.28737  -2.21958
H  4.96916  -0.12618  -2.89299
H  0.81803  0.98793  -3.24673
H  1.40405  1.72713  1.71054
H  -4.22145  0.63311  2.03315
H  -5.93279  2.47438  -1.31851
H  0.60132  -1.61791  1.35518
H  0.66139  2.18818  3.31505
H  -0.86587  -3.70745  -0.74338
H  2.13232  3.91428  -2.36108
H  -0.42871  -2.78969  0.63748
H  -3.30354  -0.18423  -3.92945
H  0.63718  -1.97399  2.72707
H  -0.20535  1.14802  2.21325
H  1.96003  0.66233  -1.29478
H  -0.25170  3.87345  -4.91745
H  0.85181  -4.21405  -1.85191
H  0.40091  -5.82974  2.56505
H  4.55303  1.42931  -2.48536
H  0.73445  -1.47028  4.98043
H  -1.65432  1.52753  0.40492
H  -0.57096  -5.69824  3.95209
H  0.97226  -6.46073  4.20565
H  1.93494  2.24642  -2.75736
H  -0.04127  -1.32299  -4.69742
H  4.84202  2.68985  0.67136
H  0.37839  -3.52362  1.76914
H  4.55274  1.41764  1.90283
H  1.95703  1.65122  -4.46246
H  0.09844  3.25455  1.55233
H  -2.28928  -2.89767  -0.13412
H  -1.54786  -2.10795  2.32855

Here are the Mulliken charges for atoms 1 to 99, given in e: S 0.49; S 0.53; S -0.10; S 0.48; S -0.06; O -0.78; O -0.72; O -0.61; O -0.52; O 0.74; O -0.36; O -0.71; O -0.32; O -0.67; O -0.52; O -0.48; N -0.64; N -0.68; N -0.18; C 1.25; C 0.07; C -1.65; C 0.18; C 0.18; C -0.02; C 1.28; C 0.79; C 0.53; C 0.40; C -0.23; C 0.14; C -1.29; C -0.17; C -1.75; C -0.34; C -1.48; C -1.80; C -0.95; C 0.05; C 2.08; C -0.74; C 0.68; C -0.35; C 1.64; C -1.04; C 1.81; C 0.88; C -1.16; C 0.85; C -1.84; C 0.05; C 0.12; C -1.55; H 1.27; H 0.29; H -1.08; H 0.41; H 0.46; H 0.48; H -0.31; H -0.64; H 0.36; H 0.29; H 0.62; H -0.73; H 1.35; H 0.37; H 0.19; H 0.43; H 1.29; H 0.38; H 0.40; H -0.09; H 0.13; H 0.17; H 0.05; H 0.31; H -0.16; H 1.26; H 0.38; H -1.10; H -1.22; H 2.39; H 0.37; H 0.61; H -1.19; H -0.46; H -0.46; H -1.60; H 0.67; H -0.16; H -0.78; H 0.33; H 0.58; H 0.41; H 0.52; H -0.35; H 0.42; H -0.81

2.
The following is a DFT calculation (the ωB97M-V functional and the def2-TZVPD basis) of 5 unconnected molecules or ions with the total composition C34H76BO19PS4 in a non-equilibrium geometry.

Summary:
Net charge   -2
E_LUMO   0.063 Eh
Molar mass   959.017 u
Max |F|   5.1 eV Å⁻¹
Frontier orbital gap   2.70 eV

Geometry (Å):
S  -7.76508  -3.55115  -2.24100
S  -2.70452  -1.02124  -8.47812
S  1.16950  -4.69510  -11.15267
S  -3.54442  2.07333  -1.91263
P  6.53649  4.41699  6.65858
O  2.12124  -0.12837  1.84253
O  4.98930  1.84249  10.19110
O  -7.98988  -2.41153  -1.39215
O  -2.96259  0.77079  -2.09967
O  2.48512  -5.47763  -11.67420
O  2.64109  2.75397  10.87243
O  7.74572  3.15545  6.52876
O  1.57320  2.28407  8.90948
O  -2.33709  -0.19487  -7.35958
O  -1.39203  -1.80354  -9.00498
O  4.94367  2.03595  6.69804
O  1.53412  -3.86235  -10.03577
O  -4.30745  2.50753  -3.27311
O  0.07150  -5.62164  -11.08260
O  -3.80414  -1.94681  -8.40760
O  -2.77321  3.18933  -1.43376
O  -8.68236  -3.90497  -3.29236
O  4.87030  3.45245  8.50093
O  -6.27283  -3.46188  -2.85572
C  -6.04292  -2.58142  -3.96083
C  6.58589  5.25738  4.96347
C  0.46653  3.40500  2.19353
C  -0.13545  -1.48985  7.00616
C  2.71741  -0.68834  8.29161
C  0.70088  -0.06557  2.08638
C  2.73326  2.43318  9.62751
C  2.88828  0.64552  2.79704
C  3.34804  0.35368  7.25201
C  0.93752  -3.67005  -12.57531
C  -2.77272  1.88806  -5.06339
C  -0.41278  2.87696  0.94867
C  -1.39087  -3.90791  -7.77044
C  1.30735  -1.88080  6.36069
C  -1.43110  -2.19485  4.74652
C  2.38484  -2.08014  7.54057
C  3.22022  4.74165  5.18638
C  2.48789  -7.57830  -10.43220
C  4.52902  1.24078  7.85275
C  4.22441  2.29583  9.04036
C  -4.98030  1.89537  -0.89473
C  0.40911  1.72499  0.17611
C  -7.49856  -4.96536  -1.21226
C  -2.93775  0.00816  -9.89816
C  0.31891  4.97896  2.45113
C  -3.52374  3.00345  -4.36150
C  1.65310  4.78865  4.78152
C  0.00820  0.22960  0.64125
C  -0.66217  -2.61281  -8.07351
C  -1.35271  -2.29086  6.34019
C  3.21272  -6.28192  -10.74018
C  3.43749  4.24274  6.69754
C  -6.01602  -1.12974  -3.52376
C  1.49433  5.57201  3.38360
B  4.87111  3.50020  6.99783
H  6.37518  4.51169  4.11909
H  2.23902  -8.11012  -11.35374
H  -2.36114  -2.77537  4.41944
H  0.51767  -0.51211  -0.07969
H  3.19236  5.10233  7.41581
H  0.37546  0.73707  2.82275
H  -5.30649  -0.98594  -2.70507
H  1.77894  -2.98344  -12.66083
H  -4.65529  1.50969  0.07151
H  -5.66264  1.18836  -1.36566
H  3.32396  -0.82756  9.24926
H  0.17056  1.83654  -0.93417
H  -2.01654  1.44738  -4.41144
H  1.10740  5.38608  5.60220
H  1.21642  6.66227  3.64192
H  -5.07086  -2.84877  -4.38023
H  -1.37295  -3.37301  6.73472
H  -0.67117  3.75395  0.25778
H  3.56230  5.84505  5.15244
H  1.19010  -2.80520  5.69499
H  3.84196  4.09994  4.48008
H  -1.64237  -4.43507  -8.69426
H  -1.36001  2.37347  1.36282
H  2.47247  5.59632  2.77277
H  3.41765  -5.71605  -9.82741
H  -0.09326  -1.78883  8.11317
H  3.43050  -0.02804  3.55920
H  -0.54147  -2.66419  4.20461
H  -6.78933  -2.74654  -4.74264
H  3.31998  -2.55703  7.09693
H  -5.45200  2.86940  -0.77068
H  2.31989  1.49406  3.29484
H  5.77339  6.06945  4.87050
H  0.29872  -2.84319  -8.53744
H  2.61986  3.44717  6.89251
H  -2.32596  -3.72274  -7.23856
H  7.71285  2.59267  7.32705
H  -2.31953  -1.81064  6.74417
H  5.40110  0.63291  8.30637
H  7.58842  5.80436  4.83839
H  1.91401  -2.78373  8.31167
H  -6.66305  -4.76334  -0.54311
H  -0.77435  -4.55949  -7.14627
H  -5.73283  -0.48100  -4.35651
H  1.18230  3.75156  4.78659
H  -3.86274  0.56626  -9.75446
H  -8.40674  -5.12909  -0.63253
H  -3.45481  1.08684  -5.35557
H  0.30638  -1.08046  2.43226
H  -2.84145  3.78526  -4.01630
H  3.73890  1.14525  2.19619
H  -3.01908  -0.62256  -10.78256
H  1.53213  1.91679  0.34186
H  3.79523  -0.25010  6.37713
H  5.21934  2.63047  10.73111
H  -0.31970  -0.36173  6.87051
H  2.53238  1.01256  6.77846
H  -7.29409  -5.83046  -1.84185
H  1.70071  -0.26087  8.63057
H  -1.58282  -1.11481  4.42269
H  1.55197  -7.39380  -9.90212
H  0.01118  -3.11322  -12.43453
H  -0.45444  -2.05161  -7.15826
H  3.10584  -8.22536  -9.80467
H  -2.09532  0.69356  -9.98355
H  -6.99472  -0.80473  -3.16508
H  1.58540  -0.99359  5.68770
H  -1.12530  0.08601  0.68150
H  0.37304  5.49146  1.41963
H  4.17536  -6.50893  -11.20306
H  0.09504  2.85828  3.13230
H  1.57483  3.16121  2.08541
H  -0.67697  5.22149  2.96716
H  -2.26635  2.26513  -5.95530
H  -4.21858  3.46812  -5.06482
H  0.85905  -4.30321  -13.45819

Here are the Mulliken charges for atoms 1 to 99, given in e: S 1.19; S 1.18; S 1.28; S 1.33; P -0.06; O -0.43; O -0.61; O -0.60; O -0.58; O -0.30; O -0.79; O -0.57; O -0.69; O -0.57; O -0.24; O -0.43; O -0.67; O -0.29; O -0.62; O -0.65; O -0.63; O -0.64; O -0.61; O -0.26; C -0.44; C -0.92; C -0.04; C -0.47; C -0.45; C 0.42; C 0.13; C -0.21; C -0.10; C -0.98; C -0.76; C -0.14; C -0.90; C 0.26; C -0.76; C -1.18; C -0.40; C -0.98; C -0.08; C 1.32; C -0.95; C -0.53; C -0.93; C -0.98; C -0.81; C -0.49; C -0.34; C -0.83; C -0.19; C -0.74; C -0.31; C -0.42; C -0.91; C -0.71; B 0.24; H 0.20; H 0.26; H 0.34; H 0.32; H 0.17; H -0.08; H 0.22; H 0.32; H 0.37; H 0.24; H 0.45; H 0.22; H 0.26; H 0.32; H 0.33; H 0.22; H 0.28; H 0.12; H 0.09; H 0.35; H 0.18; H 0.22; H 0.15; H 0.26; H 0.31; H 0.30; H 0.19; H 0.20; H 0.35; H 0.37; H 0.34; H -0.03; H 0.20; H 0.16; H -0.07; H 0.29; H 0.29; H 0.31; H -0.01; H 0.36